Entry one
{
  "formula": "C45H42AsBrIN3O2PS3Ti",
  "method": "wB97M-V/def2-TZVPD",
  "molar_mass_g_mol": 1113.6,
  "homo_ev": -4.3529,
  "gap_ev": 6.614,
  "charge": -1,
  "species": ["Ti", "S", "C", "C", "C", "C", "C", "C", "As", "C", "C", "C", "C", "C", "C", "C", "C", "C", "C", "C", "C", "H", "H", "H", "H", "H", "H", "H", "H", "H", "H", "H", "H", "H", "H", "I", "C", "C", "C", "C", "C", "C", "C", "C", "C", "C", "H", "H", "H", "H", "H", "H", "C", "C", "S", "C", "C", "S", "H", "H", "H", "H", "H", "H", "C", "N", "C", "N", "C", "N", "C", "P", "C", "C", "H", "H", "H", "H", "H", "H", "H", "H", "H", "H", "H", "H", "Br", "C", "C", "C", "C", "C", "C", "C", "O", "O", "H", "H", "H", "H"],
  "xyz": [[0.19, 0.03, 1.31], [-1.24, 1.94, 0.63], [-2.71, 1.24, -0.06], [-3.95, 1.78, 0.29], [-5.12, 1.29, -0.25], [-5.08, 0.24, -1.17], [-3.86, -0.30, -1.53], [-2.68, 0.17, -0.96], [-0.91, -0.49, -1.43], [-1.29, -2.34, -1.90], [-2.18, -3.10, -1.13], [-2.34, -4.45, -1.37], [-1.64, -5.08, -2.38], [-0.76, -4.34, -3.16], [-0.58, -2.98, -2.91], [-0.85, 0.43, -3.16], [-0.66, 1.81, -3.09], [-0.68, 2.58, -4.25], [-0.87, 1.98, -5.48], [-1.06, 0.60, -5.56], [-1.05, -0.17, -4.40], [-3.97, 2.60, 1.01], [-6.07, 1.71, 0.05], [-6.00, -0.14, -1.60], [-3.82, -1.11, -2.25], [-2.74, -2.63, -0.33], [-3.02, -5.02, -0.74], [-1.76, -6.14, -2.57], [-0.19, -4.82, -3.95], [0.14, -2.43, -3.50], [-0.52, 2.28, -2.13], [-0.54, 3.65, -4.18], [-0.89, 2.57, -6.39], [-1.22, 0.13, -6.51], [-1.22, -1.23, -4.48], [2.59, -1.14, -2.00], [2.24, -2.74, -0.71], [2.31, -3.97, -1.31], [2.33, -5.15, -0.53], [2.41, -5.03, 0.82], [2.37, -3.76, 1.45], [2.59, -3.69, 2.85], [2.61, -2.48, 3.46], [2.24, -1.32, 2.74], [1.91, -1.32, 1.39], [2.15, -2.57, 0.70], [2.39, -4.04, -2.38], [2.35, -6.11, -1.02], [2.50, -5.91, 1.45], [2.77, -4.60, 3.40], [2.84, -2.39, 4.52], [2.15, -0.41, 3.31], [-0.64, 1.91, 5.65], [-0.05, 1.56, 4.31], [-0.69, 0.13, 3.54], [0.90, 2.30, 3.71], [1.49, 3.55, 4.30], [1.54, 1.81, 2.16], [-1.47, 1.24, 5.89], [-1.02, 2.93, 5.67], [0.10, 1.82, 6.45], [1.26, 3.64, 5.36], [1.10, 4.44, 3.79], [2.57, 3.56, 4.18], [4.92, 3.48, -2.28], [4.73, 3.50, -0.83], [4.10, 4.77, -0.47], [2.86, 5.06, -1.18], [3.13, 4.98, -2.62], [3.71, 3.71, -3.06], [2.75, 2.61, -2.88], [2.19, 2.34, -1.12], [3.90, 2.36, -0.40], [1.80, 4.12, -0.79], [5.35, 2.51, -2.56], [5.64, 4.26, -2.54], [4.82, 5.57, -0.69], [3.90, 4.76, 0.60], [3.83, 5.78, -2.88], [2.19, 5.15, -3.16], [3.21, 1.69, -3.26], [1.88, 2.81, -3.51], [4.40, 1.43, -0.67], [3.82, 2.37, 0.69], [1.59, 4.23, 0.27], [0.88, 4.38, -1.33], [-4.91, -4.76, 5.23], [-4.41, -3.40, 4.00], [-5.35, -2.43, 3.65], [-4.98, -1.45, 2.75], [-3.70, -1.42, 2.21], [-2.79, -2.40, 2.57], [-3.14, -3.40, 3.46], [-1.40, -2.44, 1.98], [-0.66, -3.38, 2.15], [-1.09, -1.38, 1.25], [-6.34, -2.46, 4.08], [-5.69, -0.68, 2.47], [-3.41, -0.64, 1.53], [-2.42, -4.16, 3.73]],
  "mulliken_charge": [-0.64, -0.67, 0.41, -0.51, -0.74, -0.87, -0.12, -0.29, 1.25, 0.64, -1.00, -0.79, -0.70, -1.00, -0.72, 0.89, -0.52, -0.70, -0.65, -0.82, -0.59, 0.45, 0.39, 0.41, 0.47, 0.42, 0.46, 0.38, 0.40, 0.69, 0.30, 0.39, 0.38, 0.42, 0.47, 0.25, 0.43, -0.52, -0.91, -0.84, 0.88, -0.92, -1.30, -0.26, 0.58, 0.43, 0.43, 0.41, 0.35, 0.33, 0.39, 0.32, -1.73, 0.78, -0.33, 0.40, -1.78, -0.13, 0.42, 0.35, 0.34, 0.48, 0.23, 0.34, -1.03, 0.10, -0.90, 0.13, -0.98, 0.08, -1.04, 1.56, -1.23, -1.13, 0.39, 0.34, 0.30, 0.41, 0.29, 0.40, 0.47, 0.20, 0.43, 0.44, 0.33, 0.41, -0.23, -0.15, -0.36, -0.95, 0.54, 0.24, -0.66, -0.62, -0.60, 2.57, 0.41, 0.48, 0.42, 0.62]
}

***

Entry two
{
  "formula": "C45H42AsBrIN3O2PS3Ti",
  "method": "wB97M-V/def2-TZVPD",
  "molar_mass_g_mol": 1113.6,
  "homo_ev": -4.6959,
  "gap_ev": 6.821,
  "charge": -1,
  "species": ["Ti", "S", "C", "C", "C", "C", "C", "C", "As", "C", "C", "C", "C", "C", "C", "C", "C", "C", "C", "C", "C", "H", "H", "H", "H", "H", "H", "H", "H", "H", "H", "H", "H", "H", "H", "I", "C", "C", "C", "C", "C", "C", "C", "C", "C", "C", "H", "H", "H", "H", "H", "H", "C", "C", "S", "C", "C", "S", "H", "H", "H", "H", "H", "H", "C", "N", "C", "N", "C", "N", "C", "P", "C", "C", "H", "H", "H", "H", "H", "H", "H", "H", "H", "H", "H", "H", "Br", "C", "C", "C", "C", "C", "C", "C", "O", "O", "H", "H", "H", "H"],
  "xyz": [[1.09, 0.01, -1.62], [1.16, -2.42, -1.66], [1.78, -3.14, -0.16], [3.02, -3.79, -0.21], [3.50, -4.49, 0.88], [2.77, -4.54, 2.06], [1.54, -3.89, 2.12], [1.04, -3.19, 1.02], [-0.71, -2.33, 1.05], [-1.82, -3.91, 0.65], [-3.20, -3.71, 0.59], [-4.05, -4.76, 0.28], [-3.53, -6.02, 0.00], [-2.16, -6.22, 0.04], [-1.31, -5.17, 0.37], [-0.97, -2.28, 2.99], [-0.32, -1.25, 3.68], [-0.49, -1.09, 5.05], [-1.32, -1.96, 5.75], [-1.98, -2.98, 5.08], [-1.80, -3.14, 3.71], [3.59, -3.75, -1.13], [4.46, -4.99, 0.82], [3.14, -5.08, 2.92], [0.97, -3.93, 3.04], [-3.61, -2.73, 0.79], [-5.12, -4.59, 0.24], [-4.19, -6.84, -0.25], [-1.74, -7.19, -0.18], [-0.24, -5.33, 0.40], [0.32, -0.57, 3.13], [0.02, -0.29, 5.57], [-1.46, -1.83, 6.82], [-2.63, -3.65, 5.62], [-2.32, -3.94, 3.19], [-1.99, -0.52, -1.87], [-1.76, 0.15, -3.84], [-2.88, 0.60, -4.49], [-2.80, 0.92, -5.86], [-1.63, 0.72, -6.53], [-0.48, 0.24, -5.87], [0.70, -0.04, -6.60], [1.79, -0.54, -5.97], [1.79, -0.69, -4.56], [0.71, -0.38, -3.77], [-0.49, 0.00, -4.46], [-3.82, 0.69, -3.97], [-3.68, 1.30, -6.37], [-1.57, 0.92, -7.60], [0.70, 0.13, -7.67], [2.69, -0.78, -6.53], [2.71, -1.02, -4.09], [3.98, -0.97, 1.90], [3.39, -0.41, 0.63], [1.71, 0.10, 0.73], [4.07, -0.28, -0.52], [5.49, -0.75, -0.70], [3.36, 0.47, -1.94], [3.33, -0.74, 2.75], [4.97, -0.56, 2.11], [4.07, -2.06, 1.85], [5.96, -1.00, 0.24], [6.09, 0.03, -1.20], [5.52, -1.63, -1.34], [-3.85, 3.29, 1.75], [-2.82, 3.97, 0.96], [-1.90, 4.63, 1.88], [-1.31, 3.74, 2.88], [-2.38, 3.07, 3.60], [-3.33, 2.35, 2.74], [-2.68, 1.21, 2.09], [-1.23, 1.65, 1.00], [-2.11, 3.02, 0.09], [-0.41, 2.77, 2.24], [-4.52, 2.75, 1.07], [-4.42, 4.05, 2.28], [-2.45, 5.41, 2.41], [-1.10, 5.10, 1.30], [-2.94, 3.83, 4.15], [-1.95, 2.36, 4.31], [-3.42, 0.68, 1.49], [-2.33, 0.51, 2.86], [-2.83, 2.57, -0.61], [-1.39, 3.57, -0.51], [0.40, 3.30, 1.74], [0.05, 2.15, 3.01], [2.09, 7.97, -2.49], [2.01, 6.23, -1.71], [2.65, 6.00, -0.51], [2.59, 4.73, 0.05], [1.90, 3.71, -0.59], [1.26, 3.97, -1.79], [1.31, 5.23, -2.36], [0.47, 2.90, -2.51], [-0.09, 3.12, -3.56], [0.42, 1.76, -1.86], [3.19, 6.80, -0.02], [3.10, 4.54, 0.99], [1.87, 2.72, -0.16], [0.80, 5.41, -3.30]],
  "mulliken_charge": [0.73, -0.78, 0.70, -0.48, -0.92, -0.82, -0.41, -0.17, 1.27, -0.03, -0.14, -0.65, -0.47, -0.76, -0.44, -0.27, 0.17, -0.68, -0.68, -0.65, -0.35, 0.42, 0.30, 0.35, 0.44, 0.40, 0.40, 0.36, 0.39, 0.33, 0.35, 0.47, 0.34, 0.38, 0.35, 0.38, 0.33, -0.57, -0.70, -0.88, 0.90, -0.92, -1.16, -0.57, 0.82, 0.04, 0.39, 0.38, 0.34, 0.34, 0.38, 0.42, -1.91, -0.16, -0.09, 1.18, -1.67, -0.34, 0.31, 0.52, 0.20, 0.40, 0.37, 0.24, -1.00, 0.14, -1.03, 0.16, -1.01, 0.14, -1.18, 1.37, -1.05, -0.96, 0.40, 0.34, 0.28, 0.44, 0.29, 0.44, 0.41, 0.38, 0.44, 0.36, 0.16, 0.39, -0.23, -0.05, -0.36, -1.09, 0.16, 0.17, -0.61, -0.10, -0.71, 1.46, 0.42, 0.46, 0.55, 0.62]
}

***

Entry three
{
  "formula": "C45H42AsBrIN3O2PS3Ti",
  "method": "wB97M-V/def2-TZVPD",
  "molar_mass_g_mol": 1113.6,
  "homo_ev": -4.2538,
  "gap_ev": 6.536,
  "charge": -1,
  "species": ["Ti", "S", "C", "C", "C", "C", "C", "C", "As", "C", "C", "C", "C", "C", "C", "C", "C", "C", "C", "C", "C", "H", "H", "H", "H", "H", "H", "H", "H", "H", "H", "H", "H", "H", "H", "I", "C", "C", "C", "C", "C", "C", "C", "C", "C", "C", "H", "H", "H", "H", "H", "H", "C", "C", "S", "C", "C", "S", "H", "H", "H", "H", "H", "H", "C", "N", "C", "N", "C", "N", "C", "P", "C", "C", "H", "H", "H", "H", "H", "H", "H", "H", "H", "H", "H", "H", "Br", "C", "C", "C", "C", "C", "C", "C", "O", "O", "H", "H", "H", "H"],
  "xyz": [[-0.40, -0.33, -0.80], [-1.05, 0.58, 1.50], [-0.57, 2.27, 1.71], [-1.58, 3.21, 1.93], [-1.27, 4.53, 2.21], [0.06, 4.94, 2.28], [1.06, 4.01, 2.05], [0.77, 2.68, 1.76], [2.13, 1.36, 1.30], [3.69, 2.55, 1.46], [4.42, 2.77, 2.62], [5.50, 3.63, 2.63], [5.87, 4.30, 1.47], [5.15, 4.09, 0.30], [4.08, 3.21, 0.29], [2.30, 0.44, 3.01], [3.21, -0.61, 3.08], [3.35, -1.35, 4.24], [2.56, -1.06, 5.35], [1.64, -0.03, 5.28], [1.51, 0.72, 4.12], [-2.61, 2.89, 1.88], [-2.07, 5.25, 2.37], [0.31, 5.97, 2.49], [2.10, 4.33, 2.08], [4.13, 2.26, 3.54], [6.06, 3.80, 3.55], [6.71, 4.98, 1.47], [5.43, 4.60, -0.61], [3.53, 3.04, -0.63], [3.81, -0.86, 2.21], [4.07, -2.17, 4.28], [2.66, -1.64, 6.26], [1.01, 0.20, 6.14], [0.78, 1.52, 4.07], [-3.27, 1.02, -1.32], [-3.49, -0.23, -2.97], [-4.55, 0.00, -3.80], [-4.80, -0.85, -4.89], [-3.99, -1.93, -5.09], [-2.88, -2.18, -4.24], [-2.09, -3.33, -4.47], [-1.03, -3.59, -3.66], [-0.71, -2.70, -2.61], [-1.42, -1.56, -2.33], [-2.57, -1.31, -3.15], [-5.21, 0.84, -3.61], [-5.64, -0.66, -5.54], [-4.17, -2.61, -5.91], [-2.34, -3.98, -5.31], [-0.41, -4.47, -3.82], [0.17, -2.94, -2.03], [3.07, -3.49, 0.39], [2.27, -2.41, -0.26], [0.82, -1.89, 0.56], [2.61, -1.80, -1.41], [3.86, -2.15, -2.19], [1.61, -0.55, -2.07], [2.79, -3.60, 1.44], [4.15, -3.28, 0.35], [2.92, -4.46, -0.09], [4.73, -2.25, -1.53], [4.08, -1.38, -2.92], [3.74, -3.10, -2.72], [-4.57, -3.10, 2.30], [-4.76, -3.19, 0.85], [-4.28, -4.49, 0.41], [-2.90, -4.78, 0.79], [-2.77, -4.64, 2.24], [-3.20, -3.34, 2.75], [-2.31, -2.26, 2.31], [-2.23, -2.09, 0.46], [-4.06, -2.09, 0.17], [-1.97, -3.89, 0.08], [-5.22, -3.85, 2.77], [-4.89, -2.11, 2.64], [-4.36, -4.55, -0.68], [-4.92, -5.26, 0.85], [-1.73, -4.80, 2.52], [-3.39, -5.41, 2.71], [-1.30, -2.45, 2.68], [-2.64, -1.32, 2.73], [-4.25, -2.16, -0.91], [-4.48, -1.14, 0.51], [-0.94, -4.15, 0.35], [-2.08, -4.05, -0.99], [1.42, 6.83, -0.58], [0.93, 5.61, -1.95], [0.99, 6.04, -3.26], [0.64, 5.15, -4.28], [0.26, 3.86, -3.97], [0.20, 3.44, -2.64], [0.54, 4.32, -1.62], [-0.19, 2.02, -2.36], [-0.60, 1.30, -3.27], [-0.06, 1.63, -1.14], [1.30, 7.05, -3.49], [0.69, 5.48, -5.31], [-0.01, 3.15, -4.74], [0.50, 3.99, -0.59]],
  "mulliken_charge": [0.84, -0.10, 0.35, -0.62, -0.88, -0.56, -0.82, -0.22, 0.20, -0.46, -0.22, -0.72, -0.40, -0.75, -0.07, 0.31, -0.25, -0.68, -0.47, -0.83, 0.03, 0.49, 0.34, 0.45, 0.32, 0.38, 0.38, 0.37, 0.41, 0.42, 0.37, 0.41, 0.36, 0.39, 0.39, 0.31, 0.36, -0.71, -0.74, -0.88, 0.83, -1.07, -1.02, -0.59, 1.11, 0.60, 0.43, 0.37, 0.36, 0.32, 0.47, 0.30, -1.82, -0.01, 0.00, 1.40, -1.60, -0.75, 0.39, 0.38, 0.34, 0.31, 0.46, 0.29, -0.98, 0.16, -0.98, 0.13, -0.90, 0.19, -1.55, 2.61, -1.78, -1.30, 0.31, 0.40, 0.42, 0.27, 0.40, 0.30, 0.34, 0.55, 0.38, 0.31, 0.37, 0.43, -0.20, -0.24, -0.38, -0.70, -0.69, -0.28, 0.60, 0.11, -0.70, 0.94, 0.40, 0.39, 0.48, 0.20]
}

***

Most stable = entry three

***

Entry one
{
  "formula": "C7H8F2O",
  "method": "wB97M-V/def2-TZVPD",
  "molar_mass_g_mol": 146.1,
  "homo_ev": [-8.8597, -8.3737],
  "gap_ev": [9.133, 7.510],
  "species": ["C", "C", "C", "C", "C", "C", "C", "O", "F", "F", "H", "H", "H", "H", "H", "H", "H", "H"],
  "xyz": [[-0.39, -1.80, 0.26], [-1.50, -1.11, -0.60], [-1.07, 0.28, -0.67], [0.81, 1.48, 0.30], [0.23, -0.75, 1.07], [-0.39, 0.61, 0.68], [1.89, 0.58, -0.25], [-0.09, -2.98, 0.28], [2.13, 0.46, -1.47], [3.04, 0.46, 0.50], [-1.40, -1.71, -1.54], [-2.50, -1.17, -0.15], [-0.35, 0.34, -1.43], [-1.93, 0.89, -0.84], [0.49, 2.30, -0.47], [1.13, 1.92, 1.23], [1.04, -0.83, 1.72], [-1.12, 1.04, 1.39]],
  "mulliken_charge": [0.41, -0.49, -0.91, -0.52, -0.69, 0.00, 0.25, -0.60, -0.23, -0.29, 0.27, 0.28, 0.31, 0.43, 0.32, 0.37, 0.65, 0.44]
}

***

Entry two
{
  "formula": "C7H8F2O",
  "method": "wB97M-V/def2-TZVPD",
  "molar_mass_g_mol": 146.1,
  "homo_ev": -9.9640,
  "gap_ev": 9.933,
  "species": ["C", "C", "C", "C", "C", "C", "O", "C", "F", "F", "H", "H", "H", "H", "H", "H", "H", "H"],
  "xyz": [[2.05, -0.18, -0.63], [0.60, 0.12, -0.59], [-0.21, -1.16, -0.36], [-1.48, -1.08, 0.32], [-2.10, 0.03, 0.82], [-1.46, 1.31, 0.53], [-1.97, 2.41, 0.35], [0.17, 1.10, 0.48], [0.73, 0.67, 1.68], [0.75, 2.38, 0.19], [2.58, -0.55, 0.29], [2.47, 0.75, -0.91], [2.43, -1.00, -1.26], [0.28, 0.66, -1.55], [0.33, -1.77, 0.34], [-0.30, -1.86, -1.29], [-1.81, -2.10, 0.42], [-3.06, 0.28, 1.16]],
  "mulliken_charge": [-1.67, 0.35, -0.65, -0.44, -0.67, 0.38, -0.53, 0.82, -0.32, -0.32, 0.34, 0.45, 0.37, 0.32, 0.36, 0.37, 0.41, 0.44]
}

***

Most stable = entry two